Entry 1:
C45H45CoN7O3PS as an isolated structure. Source: the OMol25 dataset; level of theory: wB97M-V/def2-TZVPD.

Geometry as XYZ:
```
103
C45H45CoN7O3PS wB97M-V/def2-TZVPD
Co -1.05 0.68 1.01
N -3.84 -0.13 0.58
P -2.42 -1.07 0.28
C -2.69 -2.52 1.36
C -3.47 -3.60 0.96
C -3.71 -4.65 1.83
C -3.16 -4.64 3.10
C -2.36 -3.58 3.50
C -2.12 -2.52 2.64
C -2.64 -1.82 -1.36
C -1.63 -2.68 -1.79
C -1.76 -3.38 -2.98
C -2.89 -3.19 -3.77
C -3.89 -2.32 -3.36
C -3.77 -1.64 -2.15
C -3.86 1.25 0.73
C -5.08 1.93 0.90
C -5.05 3.30 1.04
C -3.84 3.98 1.02
C -2.69 3.24 0.87
N -2.70 1.91 0.73
H -4.73 -0.59 0.67
H -3.90 -3.63 -0.04
H -4.32 -5.49 1.51
H -3.34 -5.47 3.78
H -1.92 -3.57 4.49
H -1.49 -1.70 2.95
H -0.74 -2.82 -1.18
H -0.98 -4.07 -3.29
H -3.00 -3.74 -4.70
H -4.77 -2.17 -3.97
H -4.54 -0.94 -1.84
H -6.01 1.38 0.91
H -5.98 3.84 1.18
H -3.79 5.06 1.13
H -1.72 3.71 0.86
C 6.68 2.51 0.15
O 5.45 1.94 0.57
C 5.49 0.97 1.52
C 6.65 0.46 2.08
C 6.57 -0.55 3.03
C 5.34 -1.07 3.39
C 4.17 -0.56 2.82
C 4.24 0.47 1.90
N 3.12 1.05 1.25
C 1.80 0.96 1.58
N 1.54 0.86 2.89
C 0.30 0.82 3.61
C -0.94 0.71 3.01
C -2.05 0.74 3.87
C -1.92 0.86 5.24
C -0.65 0.95 5.82
C 0.46 0.93 5.00
O 1.75 1.06 5.45
C 2.06 0.47 6.71
N 0.88 1.03 0.65
C 1.37 1.00 -0.70
C 1.24 2.11 -1.52
C 1.74 2.10 -2.82
C 2.37 0.97 -3.30
C 2.50 -0.16 -2.49
C 1.99 -0.15 -1.20
O 2.06 -1.20 -0.35
C 2.83 -2.32 -0.77
H 6.44 3.27 -0.58
H 7.32 1.75 -0.32
H 7.21 2.96 0.99
H 7.61 0.85 1.78
H 7.48 -0.94 3.47
H 5.27 -1.87 4.12
H 3.22 -1.00 3.08
H 3.31 1.43 0.33
H 2.34 0.96 3.50
H -3.05 0.65 3.46
H -2.80 0.88 5.88
H -0.54 1.05 6.89
H 1.45 0.88 7.52
H 3.10 0.70 6.91
H 1.92 -0.61 6.67
H 0.75 2.99 -1.12
H 1.63 2.98 -3.45
H 2.79 0.96 -4.30
H 3.00 -1.04 -2.88
H 2.83 -3.02 0.06
H 3.85 -2.02 -1.00
H 2.38 -2.79 -1.64
C -2.14 2.67 -7.06
C -1.62 1.72 -6.03
C -0.79 0.68 -6.27
C -0.39 -0.11 -5.17
N -0.79 0.11 -3.93
C -1.62 1.16 -3.68
S -2.16 1.55 -2.14
N -2.01 1.93 -4.75
C 0.52 -1.28 -5.38
H -1.79 2.38 -8.05
H -1.81 3.69 -6.85
H -3.24 2.66 -7.07
H -0.45 0.47 -7.28
H -2.63 2.70 -4.52
H 0.82 -1.40 -6.42
H 0.02 -2.19 -5.04
H 1.41 -1.15 -4.75
```

Values from the calculation:
- Maximum force: 0.55 eV/Å
- HOMO (spin up / spin down): -9.765 / -9.770 eV
- Total charge: +1
- Energy: -121716.5151 eV
- Spin multiplicity: 4
- Gap between HOMO and LUMO (spin up / spin down): 7.8 / 7.8 eV

=====

Entry 2:
C45H45N5O2SSiW as an isolated structure. Source: the OMol25 dataset; level of theory: wB97M-V/def2-TZVPD.

Geometry as XYZ:
```
100
C45H45N5O2SSiW wB97M-V/def2-TZVPD
W -0.21 -0.08 0.05
C 3.98 1.06 -0.76
C 4.61 -0.16 -0.96
C 3.90 -1.32 -0.72
C 2.57 -1.28 -0.30
C 1.91 -0.05 -0.10
C 2.67 1.11 -0.33
C 1.84 -2.53 -0.07
C 2.26 -3.75 -0.39
C 1.63 -5.01 0.07
C -0.25 -5.99 0.21
C -1.42 -6.60 0.29
C -2.56 -6.02 0.99
C -2.86 -4.72 0.96
C -2.10 -3.57 0.42
C -1.05 -3.51 -0.83
N 0.52 -2.31 0.62
H 4.52 1.98 -0.94
H 5.63 -0.21 -1.30
H 4.41 -2.27 -0.85
H 2.20 2.08 -0.18
H 3.18 -3.83 -0.96
H 2.35 -5.61 0.62
H -1.61 -7.47 -0.33
H -3.28 -6.69 1.46
H -3.77 -4.39 1.46
H -1.89 -2.86 1.22
C -1.41 3.64 1.70
Si -1.32 3.11 -0.09
C -2.75 4.05 -0.88
C -0.07 3.22 -1.47
N -1.59 1.27 0.01
C -2.93 0.79 0.17
C -4.04 1.58 0.43
C -5.31 1.02 0.51
C -5.49 -0.34 0.33
C -4.40 -1.16 0.08
C -3.14 -0.58 0.02
O -1.97 -1.29 -0.21
C -2.23 -2.62 -0.85
C -0.82 -4.40 -1.99
C 0.11 -5.35 -2.07
C 0.81 -5.97 -0.88
C 0.33 -4.78 0.88
C -0.23 -3.52 0.33
H -1.48 4.73 1.77
H -0.61 3.28 2.34
H -2.37 3.25 2.06
H -2.30 5.00 -1.19
H -3.58 4.31 -0.23
H -3.14 3.59 -1.80
H 0.26 4.25 -1.62
H -0.61 2.91 -2.37
H 0.82 2.60 -1.36
H -3.94 2.64 0.59
H -6.15 1.66 0.71
H -6.48 -0.77 0.38
H -4.52 -2.22 -0.09
H -1.38 -4.09 -2.87
H 0.31 -5.79 -3.05
H 1.33 -6.89 -1.15
H 0.40 -4.76 1.97
H 0.72 -2.23 1.62
O 1.32 3.38 1.04
S 2.32 4.34 1.63
C 1.61 6.02 1.55
C 2.20 6.73 0.34
C 3.64 6.23 0.23
C 3.54 4.71 0.33
H 1.89 6.51 2.49
H 0.53 5.89 1.54
H 2.15 7.81 0.46
H 1.65 6.47 -0.56
H 4.25 6.63 1.04
H 4.11 6.52 -0.71
H 4.47 4.20 0.56
H 3.11 4.29 -0.58
C -0.13 0.51 5.00
C -1.30 0.20 4.32
C -1.25 -0.01 2.96
N -0.11 0.09 2.25
C 1.02 0.40 2.91
C 1.04 0.61 4.28
H -0.14 0.68 6.07
H -2.25 0.12 4.84
H -2.15 -0.25 2.41
H 1.91 0.51 2.31
H 1.98 0.85 4.76
N 3.22 -0.40 -5.55
C 2.21 -0.40 -5.01
C 0.95 -0.37 -4.32
C -0.26 -0.39 -4.99
C -1.41 -0.36 -4.23
C -1.32 -0.32 -2.85
N -0.14 -0.30 -2.19
C 0.97 -0.32 -2.93
H -0.29 -0.43 -6.07
H -2.39 -0.37 -4.69
H -2.22 -0.30 -2.26
H 1.92 -0.29 -2.42
```

Values from the calculation:
- Maximum force: 0.75 eV/Å
- HOMO (spin up / spin down): -12.492 / -12.514 eV
- Total charge: +2
- Energy: -79458.9544 eV
- Relative energy (zero: lowest compared OMol25 entry of this formula, charge and spin): 0.0 kcal/mol
- Spin multiplicity: 1
- Gap between HOMO and LUMO (spin up / spin down): 6.7 / 6.7 eV

=====

Entry 3:
C45H45N5O5PbS as an isolated structure. Source: the OMol25 dataset; level of theory: wB97M-V/def2-TZVPD.

Geometry as XYZ:
```
102
C45H45N5O5PbS wB97M-V/def2-TZVPD
Pb -0.15 1.17 -0.51
O 1.20 -1.26 0.98
C 2.24 -1.86 0.21
C 2.75 -0.81 -0.84
O 3.71 -1.10 -1.55
O 2.09 0.28 -0.85
C 1.60 -3.07 -0.47
C 2.02 -3.52 -1.72
C 1.40 -4.63 -2.30
C 0.38 -5.30 -1.65
C -0.02 -4.86 -0.39
C 0.59 -3.76 0.20
C 3.39 -2.32 1.13
C 3.30 -2.15 2.50
C 4.32 -2.58 3.35
C 5.44 -3.20 2.82
C 5.53 -3.39 1.45
C 4.52 -2.96 0.61
H 1.46 -0.34 1.13
H 2.81 -3.01 -2.24
H 1.72 -4.96 -3.29
H -0.10 -6.15 -2.11
H -0.80 -5.39 0.15
H 0.29 -3.44 1.18
H 2.41 -1.68 2.92
H 4.23 -2.43 4.42
H 6.23 -3.54 3.48
H 6.40 -3.88 1.03
H 4.60 -3.10 -0.46
N 1.61 5.18 1.58
C 2.85 4.57 1.70
C 4.03 4.96 2.32
C 5.09 4.07 2.24
C 4.97 2.84 1.57
C 3.79 2.46 0.96
C 2.71 3.35 1.04
N 1.41 3.23 0.55
C 0.80 4.34 0.88
C -0.58 4.66 0.52
C -1.23 5.83 0.75
S -2.79 5.78 0.05
C -2.48 4.18 -0.50
N -1.31 3.72 -0.19
H 1.37 6.09 1.92
H 4.13 5.91 2.82
H 6.03 4.33 2.70
H 5.82 2.18 1.52
H 3.69 1.53 0.41
H -0.89 6.71 1.27
H -3.21 3.63 -1.08
N -1.55 -1.02 0.51
C -2.12 -0.97 1.79
C -3.24 -1.68 2.14
C -3.79 -1.59 3.44
C -3.20 -0.81 4.39
C -2.05 -0.05 4.06
C -1.39 0.79 4.98
C -0.30 1.52 4.59
C 0.11 1.44 3.24
N -0.47 0.67 2.35
C -1.53 -0.10 2.75
H -0.62 -1.45 0.55
H -2.13 -1.50 -0.17
H -3.70 -2.33 1.40
H -4.67 -2.16 3.68
H -3.59 -0.76 5.40
H -1.75 0.83 6.00
H 0.23 2.16 5.28
H 0.94 2.04 2.89
O 0.54 2.89 -2.51
H 1.45 2.57 -2.58
H 0.03 2.40 -3.17
C -3.99 1.04 0.01
C -4.47 0.62 -1.38
C -4.59 1.82 -2.33
C -3.65 -0.51 -1.99
C -4.25 -1.76 -2.08
C -3.63 -2.82 -2.73
C -2.42 -2.58 -3.38
C -1.79 -1.34 -3.32
C -0.61 -1.10 -4.25
C 0.69 -0.67 -3.58
C -1.00 -0.10 -5.35
C -2.35 -0.30 -2.53
O -1.68 0.82 -2.30
H -4.56 1.90 0.38
H -2.93 1.31 -0.01
H -4.11 0.23 0.73
H -5.48 0.22 -1.24
H -3.60 2.24 -2.53
H -5.24 2.59 -1.90
H -5.02 1.51 -3.28
H -5.23 -1.90 -1.65
H -4.10 -3.80 -2.77
H -1.96 -3.37 -3.96
H -0.41 -2.06 -4.73
H 0.62 0.35 -3.21
H 1.53 -0.73 -4.28
H 0.93 -1.32 -2.73
H -1.29 0.85 -4.90
H -1.84 -0.47 -5.93
H -0.16 0.08 -6.03
```

Values from the calculation:
- Maximum force: 0.51 eV/Å
- HOMO: -6.940 eV
- Energy: -81170.1981 eV
- Relative energy (zero: lowest compared OMol25 entry of this formula, charge and spin): 16.9 kcal/mol
- Spin multiplicity: 1
- Gap between HOMO and LUMO: 6.7 eV

=====

Entry 4:
A 7-piece molecular cluster, C45H47F48N3O10 overall in a non-equilibrium geometry. Source: the OMol25 dataset; level of theory: wB97M-V/def2-TZVPD.

Geometry as XYZ:
```
153
C45H47F48N3O10 wB97M-V/def2-TZVPD
C 0.79 -5.05 4.37
C 0.40 -6.23 3.66
C -0.79 -6.14 2.60
C -1.42 -4.74 2.74
N -2.20 -4.44 3.82
N -2.85 -3.35 4.12
C -2.76 -2.35 3.23
C -3.58 -1.04 3.55
O -4.95 -1.48 3.68
C -5.53 -1.71 2.39
C -5.68 -3.23 2.01
O -6.05 -4.08 3.09
C -6.78 -5.23 2.67
C -5.94 -6.56 2.64
C -1.94 -2.39 1.98
C -1.86 -1.19 0.99
O -1.10 -0.25 1.23
O -2.62 -1.22 -0.04
C -1.23 -3.67 1.73
C -0.39 -3.85 0.43
C 1.02 -4.52 0.64
N 1.14 -5.73 -0.25
H 1.46 -4.29 3.89
H 0.41 -4.81 5.39
H 0.93 -7.21 3.85
H -1.56 -6.89 2.94
H -0.47 -6.39 1.56
H -2.29 -5.20 4.51
H -3.45 -0.28 2.74
H -3.25 -0.57 4.51
H -6.58 -1.27 2.36
H -4.94 -1.22 1.57
H -4.65 -3.58 1.66
H -6.34 -3.30 1.11
H -7.62 -5.39 3.40
H -7.27 -5.13 1.66
H -5.24 -6.64 1.76
H -6.67 -7.41 2.51
H -5.40 -6.78 3.60
H -1.03 -4.34 -0.35
H -0.19 -2.81 0.05
H 1.87 -3.84 0.31
H 1.24 -4.85 1.69
H 0.23 -6.02 -0.60
H 1.56 -6.51 0.25
C 0.36 2.44 -3.42
C 1.65 3.24 -3.16
C 2.95 2.57 -3.60
F 3.18 1.40 -2.96
F 4.01 3.38 -3.31
F 1.70 3.56 -1.84
F 1.54 4.41 -3.84
O -0.18 1.70 -2.33
C 0.32 0.42 -2.09
C 1.01 0.29 -0.74
F 2.07 1.14 -0.64
F 1.50 -0.97 -0.56
F 1.11 0.04 -3.12
F -0.75 -0.40 -2.13
H -0.41 3.18 -3.65
H 0.42 1.83 -4.33
H 2.95 2.39 -4.68
H 0.32 0.52 0.08
C 5.35 -8.95 5.72
C 4.27 -8.11 5.01
C 4.68 -6.70 4.59
F 5.01 -5.93 5.64
F 3.64 -6.08 3.97
F 3.16 -8.08 5.78
F 3.92 -8.79 3.87
O 5.29 -9.00 7.14
C 5.91 -7.98 7.86
C 4.92 -7.17 8.70
F 3.98 -6.59 7.92
F 5.55 -6.18 9.37
F 6.64 -7.21 7.03
F 6.80 -8.58 8.68
H 5.18 -9.98 5.40
H 6.36 -8.71 5.36
H 5.52 -6.72 3.89
H 4.41 -7.81 9.42
C 4.26 5.84 -0.03
C 3.14 6.58 0.71
C 2.50 7.75 -0.03
F 3.39 8.74 -0.29
F 1.52 8.31 0.74
F 3.59 6.96 1.93
F 2.15 5.66 0.95
O 5.60 6.19 0.32
C 6.18 7.28 -0.32
C 6.54 8.41 0.65
F 5.44 8.87 1.29
F 7.08 9.46 -0.01
F 5.40 7.70 -1.33
F 7.32 6.83 -0.90
H 4.18 4.79 0.26
H 4.12 5.84 -1.11
H 2.05 7.43 -0.97
H 7.25 8.06 1.40
C -0.84 6.75 3.23
C -1.41 8.01 2.56
C -0.81 9.34 3.03
F -1.03 9.57 4.34
F -1.38 10.37 2.36
F -2.76 8.02 2.69
F -1.15 7.90 1.23
O -1.61 6.19 4.30
C -1.41 6.70 5.58
C -2.68 7.35 6.15
F -3.09 8.38 5.38
F -2.44 7.84 7.39
F -0.35 7.53 5.59
F -1.07 5.64 6.36
H -0.86 5.97 2.46
H 0.21 6.85 3.50
H 0.27 9.38 2.84
H -3.49 6.62 6.22
C -2.47 -2.96 -5.87
C -2.21 -2.61 -7.34
C -1.73 -3.75 -8.23
F -0.55 -4.26 -7.83
F -1.55 -3.31 -9.51
F -1.35 -1.56 -7.41
F -3.39 -2.16 -7.86
O -1.44 -2.64 -4.94
C -0.41 -3.57 -4.75
C 0.95 -3.01 -5.16
F 0.97 -2.66 -6.46
F 1.92 -3.94 -4.99
F -0.71 -4.72 -5.38
F -0.40 -3.85 -3.43
H -3.31 -2.33 -5.56
H -2.83 -3.98 -5.74
H -2.47 -4.56 -8.26
H 1.20 -2.13 -4.57
C -2.95 4.24 -6.42
C -1.52 4.61 -5.99
C -0.98 5.93 -6.54
F -0.92 5.94 -7.89
F 0.28 6.15 -6.10
F -0.69 3.58 -6.30
F -1.51 4.70 -4.63
O -3.09 3.32 -7.50
C -3.07 3.83 -8.80
C -1.89 3.29 -9.61
F -0.71 3.63 -9.04
F -1.90 3.82 -10.86
F -3.11 5.18 -8.77
F -4.22 3.43 -9.38
H -3.39 3.72 -5.56
H -3.58 5.12 -6.55
H -1.60 6.77 -6.21
H -1.94 2.21 -9.69
```

Values from the calculation:
- Maximum force: 3.24 eV/Å
- HOMO: -8.507 eV
- Energy: -202803.4830 eV
- Spin multiplicity: 1
- Gap between HOMO and LUMO: 7.0 eV

=====

Q: Which value of maximum force does entry 1 give?
A: 0.55 eV/Å